No. 1
Below is 2 unconnected molecules or ions with the total composition CHClFO3, with properties calculated with ωB97M-V/def2-TZVPD.

Its energy above the lowest of the compared OMol25 structures with the same formula, charge and spin is 89.9 kJ/mol. As for the charge: +1. The HOMO-LUMO gap (spin up / spin down) is 7.463 / 8.481 eV. Its largest force on an atom is 3.23 eV/A. The HOMO energy (spin up / spin down) is -16.75 / -16.75 eV. As for the energy: -823.92093 hartree.

XYZ file:
```
7
CHClFO3 (ωB97M-V/def2-TZVPD)
C 2.8522 2.3886 -1.0332
O 0.9094 1.0217 -0.0288
O 3.0509 3.4964 -1.0187
O 1.2671 2.1105 -0.4555
F 3.4019 1.2286 -1.2324
Cl -1.2382 0.1426 -0.4886
H -2.0649 1.1345 -1.1295
```

Here are the natural (NBO) charges for atoms 1 to 4, given in e: atom 1 (C): 1.085, atom 2 (O): 0.152, atom 3 (O): -0.319, atom 4 (O): -0.045


No. 2
Below is C5H7N in the gas phase, with properties calculated with ωB97M-V/def2-TZVPD.

Its energy above the lowest of the compared OMol25 structures with the same formula, charge and spin is 373.7 kJ/mol. The SMILES is CC1(C#N)CC1. The HOMO-LUMO gap is 10.058 eV. Its largest force on an atom is 2.63 eV/A. The HOMO energy is -9.17 eV. As for the energy: -249.33089 hartree.

XYZ file:
```
13
C5H7N (ωB97M-V/def2-TZVPD)
C -1.3071 -0.6964 0.2438
C -0.1553 0.0392 -0.4360
C 1.0748 0.4563 0.4011
C 1.1299 -0.7659 -0.4850
C -0.4750 1.4265 -0.6839
N -0.6244 2.4822 -0.2097
H -0.9587 -1.5599 0.8217
H -1.8793 -0.0423 0.9059
H -1.9953 -1.0713 -0.5218
H 0.6374 1.0786 1.2387
H 1.6701 1.1949 -0.1293
H 0.9923 -1.7918 -0.1476
H 1.7933 -0.7018 -1.3477
```

Here are the natural (NBO) charges for atoms 1 to 4, given in e: atom 1 (C): -0.596, atom 2 (C): -0.177, atom 3 (C): -0.413, atom 4 (C): -0.342


No. 3
Below is a molecular structure, C7H16ClILaN2O3P, with properties calculated with ωB97M-V/def2-TZVPD.

Its energy above the lowest of the compared OMol25 structures with the same formula, charge and spin is 279.9 kJ/mol. As for the charge: +2. The HOMO-LUMO gap (spin up / spin down) is 6.650 / 3.266 eV. Its largest force on an atom is 4.32 eV/A. The HOMO energy (spin up / spin down) is -15.07 / -14.48 eV. As for the energy: -1741.86969 hartree.

XYZ file:
```
32
C7H16ClILaN2O3P (ωB97M-V/def2-TZVPD)
C 3.8498 2.9645 -2.7743
C 2.9715 2.4065 -1.7262
H 4.8873 3.0873 -2.4258
H 3.4466 3.9686 -3.0085
H 3.8031 2.3073 -3.6668
O 3.0452 1.6887 -0.7460
I 0.8071 -0.1314 -4.7312
La 0.8653 0.7214 -1.8544
P -0.2460 2.0986 1.0632
C 0.1040 2.1022 2.8629
C 0.4409 3.7574 0.6759
H -2.4883 2.3466 0.1940
H -2.1626 3.5679 1.4689
H -2.5258 1.8485 1.9070
C -2.0361 2.5135 1.1798
H 0.4126 3.9327 -0.4091
H -0.1809 4.5086 1.1850
H -0.3349 2.9910 3.3367
H 1.1856 2.0900 3.0411
H 1.4810 3.8263 1.0201
H -0.3340 1.1992 3.3077
C 1.5809 0.0790 1.0353
O 2.0130 -0.3651 2.0071
Cl -1.5874 1.4490 -2.0452
N -0.8689 -3.4302 -1.4348
C -0.5385 -2.4206 -0.6152
N -0.8228 -2.6157 0.6896
O -0.0095 -1.3314 -1.0428
H -1.2442 -4.2885 -1.0390
H -0.6607 -3.3535 -2.4144
H -0.5975 -1.8664 1.3353
H -1.1866 -3.5046 1.0234
```

Here are the Löwdin charges for atoms 1 to 4, given in e: atom 1 (C): -0.004, atom 2 (C): -0.280, atom 3 (H): 0.121, atom 4 (H): 0.117


No. 4
Below is 3 unconnected molecules or ions with the total composition C4H12N2O2, with properties calculated with ωB97M-V/def2-TZVPD.

Its energy above the lowest of the compared OMol25 structures with the same formula, charge and spin is 514.4 kJ/mol. As for the charge: +1. Its spin multiplicity is 2. The HOMO-LUMO gap (spin up / spin down) is 9.079 / 3.800 eV. Its largest force on an atom is 2.36 eV/A. The HOMO energy (spin up / spin down) is -13.29 / -11.98 eV. As for the energy: -419.13632 hartree.

XYZ file:
```
20
C4H12N2O2 (ωB97M-V/def2-TZVPD)
C -1.3309 1.3923 -0.5490
N -2.7183 1.1790 -0.3594
C 0.3837 -1.5341 0.4132
C 1.5861 -0.6770 0.6254
C 2.0797 0.1952 -0.3999
N 3.4345 0.4610 -0.3608
O 1.3997 0.6569 -1.3091
H -0.9688 2.4031 -0.7290
H -1.0314 0.7183 -1.3548
H -0.7833 1.0705 0.3604
H -2.9467 0.1825 -0.1579
H -0.2907 -1.4360 1.2709
H -0.1563 -1.3307 -0.5034
H 0.5874 -2.6116 0.3781
H 2.0148 -0.5833 1.6161
H 3.9525 0.2379 0.4789
H 3.6018 1.3751 -0.7489
H -3.2533 -1.9276 0.6751
H -3.1821 1.8233 0.2878
O -2.3785 -1.5951 0.3662
```

Here are the natural (NBO) charges for atoms 1 to 4, given in e: atom 1 (C): -0.492, atom 2 (N): -0.301, atom 3 (C): -0.688, atom 4 (C): -0.087


No. 5
Below is 2 unconnected molecules or ions with the total composition C20H15F3N3O8S3, with properties calculated with ωB97M-V/def2-TZVPD.

Its energy above the lowest of the compared OMol25 structures with the same formula, charge and spin is 0.0 kJ/mol. As for the charge: -1. The HOMO-LUMO gap is 5.933 eV. Its largest force on an atom is 3.05 eV/A. The HOMO energy is -4.83 eV. As for the energy: -3031.29294 hartree.

XYZ file:
```
52
C20H15F3N3O8S3 (ωB97M-V/def2-TZVPD)
F -2.8777 -0.1859 3.0270
C -1.5344 0.0342 3.2760
F -1.2343 1.2566 2.6965
F -1.3982 0.2037 4.6316
S -0.5704 -1.2670 2.7073
N -0.1602 -0.9841 -1.5015
S -0.2571 0.7085 -2.0028
C 0.7379 1.7904 -0.9917
C 1.8884 2.4218 -1.4883
C 2.6382 3.2314 -0.6330
C 2.2113 3.4480 0.6803
C 1.0160 2.8908 1.1311
C 0.2464 2.1235 0.2638
O 0.3677 0.7469 -3.2933
O -1.6165 1.1192 -1.7614
S -1.6446 -1.8603 -2.1337
C -3.0759 -1.4777 -1.1109
C -3.2373 -2.0066 0.1759
C -4.4859 -1.9843 0.7957
C -5.5753 -1.3857 0.1536
C -5.3972 -0.8077 -1.1132
C -4.1566 -0.8609 -1.7516
O -1.8228 -1.2556 -3.4275
O -1.3362 -3.2579 -2.0066
H 2.2328 2.2256 -2.5013
H 3.5765 3.6856 -0.9781
H 2.8285 4.0539 1.3564
H 0.6861 3.0388 2.1587
H -0.7187 1.7269 0.5625
H -2.3982 -2.4093 0.7260
H -4.5920 -2.4522 1.7720
H -6.5620 -1.4122 0.6138
H -6.2309 -0.3206 -1.6189
H -4.0020 -0.4095 -2.7268
C 0.1680 -1.1656 -0.0083
N 0.2609 -2.6723 0.2976
O -0.5626 -3.1968 1.0648
O 1.2165 -3.2658 -0.2215
C 1.6016 -0.7180 0.1162
C 2.4446 -0.8399 -1.0237
C 3.7599 -0.4110 -0.9458
C 4.2265 0.1420 0.2675
N 5.2523 1.1186 0.2045
O 5.4654 1.7635 1.2628
O 5.8613 1.3229 -0.8683
C 3.4540 0.0787 1.4403
C 2.1223 -0.3195 1.3444
H -0.6249 -0.6525 0.5593
H 2.0685 -1.2826 -1.9498
H 4.4087 -0.4031 -1.8138
H 3.8786 0.4247 2.3733
H 1.4534 -0.2920 2.2132
```

Here are the natural (NBO) charges for atoms 1 to 4, given in e: atom 1 (F): -0.373, atom 2 (C): 0.777, atom 3 (F): -0.387, atom 4 (F): -0.366


No. 6
Below is a molecular structure, C13H30N6O5Ru, with properties calculated with ωB97M-V/def2-TZVPD.

Its energy above the lowest of the compared OMol25 structures with the same formula, charge and spin is 17.2 kJ/mol. As for the charge: +4. Its spin multiplicity is 5. The HOMO-LUMO gap (spin up / spin down) is 8.270 / 6.983 eV. Its largest force on an atom is 0.69 eV/A. The HOMO energy (spin up / spin down) is -21.99 / -22.26 eV. As for the energy: -1311.39731 hartree.

XYZ file:
```
55
C13H30N6O5Ru (ωB97M-V/def2-TZVPD)
Ru -0.5619 0.3766 0.0201
C 0.6749 0.6970 4.5340
N 1.6203 0.9829 3.4322
C 2.9210 1.5834 3.8352
C 1.3460 0.7373 2.2007
O 0.2061 0.1730 1.8499
C 2.2994 1.1097 1.0816
O 1.8021 0.4629 -0.0893
C 2.2611 0.9561 -1.3492
C 1.0979 0.8406 -2.3190
O 0.0093 0.2435 -1.8764
N 1.1891 1.2731 -3.5256
C 2.4405 1.9089 -4.0179
C 0.0899 1.1851 -4.5110
H 0.9940 -0.2127 5.0416
H 0.7165 1.5312 5.2296
H -0.3315 0.5874 4.1475
H 3.0104 1.4815 4.9118
H 3.7483 1.0537 3.3684
H 2.9374 2.6412 3.5743
H 2.2885 2.1987 0.9590
H 3.3203 0.7860 1.2888
H 2.5987 1.9927 -1.2753
H 3.0946 0.3393 -1.6966
H 2.5275 2.9158 -3.6098
H 3.3068 1.3052 -3.7555
H 2.3756 1.9708 -5.0995
H -0.7836 0.7255 -4.0658
H -0.1360 2.1949 -4.8503
H 0.4399 0.5934 -5.3550
N -2.6561 1.4167 0.1654
N -2.4275 2.8048 0.1136
C -1.1481 3.2520 -0.0786
O -0.7594 4.3380 -0.2810
O -0.2219 2.1694 0.0063
H -3.3516 1.1551 -0.5344
H -3.0440 1.1936 1.0838
H -3.1952 3.4190 -0.1384
N -2.4620 -4.3376 0.0565
C -1.4721 -3.9595 -1.0135
C -1.3856 -2.4467 -1.1652
N -1.0285 -1.7629 0.1260
C -2.0448 -2.1442 1.1662
C -2.1421 -3.6536 1.3578
H -2.4498 -5.3562 0.1909
H -3.4186 -4.1186 -0.2421
H -1.7816 -4.4196 -1.9514
H -0.5151 -4.3938 -0.7207
H -2.3353 -2.0286 -1.5050
H -0.6321 -2.2143 -1.9144
H -0.1291 -2.1411 0.4386
H -3.0070 -1.7369 0.8474
H -1.7723 -1.6943 2.1203
H -2.9207 -3.8968 2.0802
H -1.2026 -4.0789 1.7131
```

Here are the natural (NBO) charges for atoms 1 to 4, given in e: atom 1 (Ru): 1.760, atom 2 (C): -0.425, atom 3 (N): -0.253, atom 4 (C): -0.435


No. 7
Below is a gas-phase ion, C5H8N2 (charge +1), with properties calculated with ωB97M-V/def2-TZVPD.

Its energy above the lowest of the compared OMol25 structures with the same formula, charge and spin is 0.0 kJ/mol. As for the charge: +1. Its spin multiplicity is 2. The HOMO-LUMO gap (spin up / spin down) is 10.914 / 8.130 eV. Its largest force on an atom is 4.58 eV/A. The HOMO energy (spin up / spin down) is -15.18 / -16.11 eV. As for the energy: -304.51191 hartree.

XYZ file:
```
15
C5H8N2 (ωB97M-V/def2-TZVPD)
C 2.0591 0.1235 1.5588
C 0.6568 -0.5515 1.4878
C -0.0909 -0.2909 0.3013
C -0.3931 1.0517 -0.0856
N -1.1587 0.9343 -1.2915
C -1.0616 -0.4110 -1.6291
N -0.5163 -1.1547 -0.7205
H 2.2680 0.2907 2.5924
H 2.0878 1.0458 0.9639
H 2.8009 -0.4567 1.0209
H 0.7428 -1.6581 1.6351
H 0.0445 -0.1443 2.3264
H -0.3448 2.0433 0.3402
H -1.2910 1.7199 -1.9010
H -1.5333 -0.8676 -2.4905
```

Here are the natural (NBO) charges for atoms 1 to 4, given in e: atom 1 (C): -0.575, atom 2 (C): -0.502, atom 3 (C): 0.338, atom 4 (C): 0.134


No. 8
Below is 2 unconnected molecules or ions with the total composition C9H14, with properties calculated with ωB97M-V/def2-TZVPD.

Its energy above the lowest of the compared OMol25 structures with the same formula, charge and spin is 113.9 kJ/mol. The SMILES is Cc1ccccc1.CC. The HOMO-LUMO gap is 10.068 eV. Its largest force on an atom is 3.76 eV/A. The HOMO energy is -9.05 eV. As for the energy: -351.28682 hartree.

XYZ file:
```
23
C9H14 (ωB97M-V/def2-TZVPD)
C 2.2698 -1.4487 -0.9862
C -1.2945 -1.0145 0.0801
C -1.1598 -0.6609 1.4356
C -0.2259 -1.3385 -0.7448
C 1.0189 -1.2567 -0.1771
C 0.1269 -0.5952 1.9598
C 1.2245 -0.9538 1.1513
H -2.3338 -1.2301 -0.2519
H -1.9788 -0.3782 2.0663
H -0.2736 -1.6050 -1.7578
H 0.4306 -0.4961 3.0127
H 2.2272 -0.9131 -1.9231
H 2.6573 -2.4820 -1.1562
H 2.1137 -0.6977 1.6017
H 3.1945 -1.0432 -0.4865
C -0.6279 2.3203 -0.5595
C -1.3422 3.4671 -1.3483
H 0.3428 2.1174 -0.9575
H -0.5960 2.7784 0.4373
H -1.3490 1.4892 -0.5953
H -1.0110 4.4359 -0.9217
H -2.4270 3.5310 -1.3773
H -0.9860 3.3587 -2.3582
```

Here are the natural (NBO) charges for atoms 1 to 4, given in e: atom 1 (C): -0.640, atom 2 (C): -0.190, atom 3 (C): -0.236, atom 4 (C): -0.232


What did the seventh record say?
Below is a gas-phase ion, C5H8N2 (charge +1), with properties calculated with ωB97M-V/def2-TZVPD.

Its energy above the lowest of the compared OMol25 structures with the same formula, charge and spin is 0.0 kJ/mol. As for the charge: +1. Its spin multiplicity is 2. The HOMO-LUMO gap (spin up / spin down) is 10.914 / 8.130 eV. Its largest force on an atom is 4.58 eV/A. The HOMO energy (spin up / spin down) is -15.18 / -16.11 eV. As for the energy: -304.51191 hartree.

XYZ file:
```
15
C5H8N2 (ωB97M-V/def2-TZVPD)
C 2.0591 0.1235 1.5588
C 0.6568 -0.5515 1.4878
C -0.0909 -0.2909 0.3013
C -0.3931 1.0517 -0.0856
N -1.1587 0.9343 -1.2915
C -1.0616 -0.4110 -1.6291
N -0.5163 -1.1547 -0.7205
H 2.2680 0.2907 2.5924
H 2.0878 1.0458 0.9639
H 2.8009 -0.4567 1.0209
H 0.7428 -1.6581 1.6351
H 0.0445 -0.1443 2.3264
H -0.3448 2.0433 0.3402
H -1.2910 1.7199 -1.9010
H -1.5333 -0.8676 -2.4905
```

Here are the natural (NBO) charges for atoms 1 to 4, given in e: atom 1 (C): -0.575, atom 2 (C): -0.502, atom 3 (C): 0.338, atom 4 (C): 0.134